(1)
The following is a quantum chemistry calculation of a molecular structure, C13H23BiF5NO2P2 in a non-equilibrium geometry, from the OMol25 dataset.

ORCA input file:
```
! RIJCOSX wB97M-V def2-TZVPD def2/J DEFGRID3
* xyz 2 1
Bi 0.018 -0.114 0.534
P -2.449 0.281 -0.694
C -2.079 0.484 -2.416
C -0.813 1.120 -2.773
N 0.258 0.943 -1.942
C 1.485 1.334 -2.302
C 1.639 2.085 -3.468
C 0.514 2.374 -4.309
C -0.740 1.873 -3.951
C 2.706 1.038 -1.461
P 2.467 -0.407 -0.402
H -1.636 2.036 -4.553
H 2.625 2.460 -3.702
H 0.633 2.947 -5.226
H 3.598 0.908 -2.088
H 2.929 1.886 -0.831
H -2.010 -0.751 -2.694
H -2.907 0.936 -2.881
H -1.235 -2.678 -2.469
O -1.900 -1.890 -3.153
H -1.952 -1.889 -4.096
H -0.252 -2.158 -0.850
O -0.548 -2.894 -1.476
H 0.162 -3.463 -1.775
C 2.804 -1.802 -1.561
H 3.822 -1.706 -2.006
H 2.749 -2.768 -1.017
H 2.061 -1.820 -2.385
C 3.856 -0.392 0.755
H 3.819 -1.294 1.370
H 4.812 -0.359 0.225
H 3.770 0.478 1.405
C -3.261 1.735 0.074
H -4.239 1.845 -0.420
H -3.386 1.529 1.150
H -2.614 2.617 -0.097
C -3.636 -1.149 -0.488
H -3.833 -1.268 0.597
H -4.554 -0.844 -1.029
H -3.183 -2.056 -0.938
F -0.991 1.987 2.678
C 0.022 1.910 1.741
F -0.161 2.990 0.882
C 1.323 2.290 2.500
F 1.199 3.406 3.270
F 1.713 1.266 3.314
F 2.338 2.518 1.603
*
```

Computed properties:
E_HOMO	-14.640	eV
largest force on an atom	3.42	eV/Å
DFT total energy	-57426.981	eV
HOMO-LUMO gap	6.9	eV
energy above the lowest of the compared OMol25 structures with the same formula, charge and spin	0.000	eV

Here are the natural (NBO) charges for atoms 1 to 5, given in e: Bi 0.87; P 1.05; C -0.93; C 0.27; N -0.55


(2)
The following is a quantum chemistry calculation of a molecular structure, C13H23CeClNRu in a non-equilibrium geometry, from the OMol25 dataset.

ORCA input file:
```
! RIJCOSX wB97M-V def2-TZVPD def2/J DEFGRID3
* xyz -1 7
Ru 0.698 -1.193 -0.779
Cl 0.657 -3.349 -0.171
C 2.398 -0.801 -1.729
H 3.006 -0.558 -0.862
H 2.778 -0.207 -2.600
H 2.597 -1.835 -1.967
Ce 0.947 1.371 -2.699
C 0.012 -1.214 -2.752
C 2.137 1.410 -4.774
C -1.222 1.794 -2.503
H 2.651 2.357 -4.603
H 2.835 0.552 -4.762
H 1.503 1.439 -5.671
H -1.087 -1.036 -2.906
H 0.622 -0.893 -3.641
H 0.238 -2.296 -2.733
H -1.190 2.216 -1.422
H -2.119 1.219 -2.671
C -0.843 -1.458 3.508
N -1.899 -1.007 2.701
C -3.104 -1.769 2.910
C -1.640 -0.537 1.335
C -0.594 0.528 1.386
C -0.723 1.547 2.366
C 0.339 2.483 2.431
C 1.492 2.407 1.642
C 1.558 1.421 0.595
C 0.459 0.555 0.428
H -1.199 -1.603 4.527
H -0.071 -0.744 3.540
H -0.403 -2.354 3.121
H -3.982 -1.225 2.574
H -3.089 -2.707 2.351
H -3.249 -1.976 3.990
H -1.389 -1.387 0.662
H -2.621 -0.229 0.974
H -1.511 1.548 3.128
H 0.282 3.176 3.259
H 2.316 3.132 1.872
H 2.408 1.218 -0.054
*
```

Computed properties:
E_HOMO (alpha / beta)	-1.375 / -3.628	eV
largest force on an atom	3.84	eV/Å
DFT total energy	-43369.130	eV
HOMO-LUMO gap (alpha / beta)	3.6 / 5.5	eV

Here are the Löwdin charges for atoms 1 to 5, given in e: Ru 0.74; Cl -0.23; C -0.44; H -0.02; H -0.04


(3)
The following is a quantum chemistry calculation of a molecular structure, C13H23ClMoNO4P in a non-equilibrium geometry, from the OMol25 dataset.

ORCA input file:
```
! RIJCOSX wB97M-V def2-TZVPD def2/J DEFGRID3
* xyz 2 3
C 2.234 0.343 -3.445
C 0.886 0.064 -3.558
C 0.029 0.088 -2.417
C 0.590 0.453 -1.181
C 1.955 0.741 -1.077
C 2.779 0.707 -2.229
C -1.446 -0.158 -2.629
C -2.192 -1.349 -1.956
N -1.567 -2.066 -0.898
Mo -0.596 0.784 0.844
C 2.544 1.134 0.254
P 1.407 0.655 1.686
H 0.444 -0.158 -4.533
H 3.832 0.962 -2.101
H 2.893 0.292 -4.330
H 2.609 2.234 0.377
H 3.533 0.697 0.484
H -2.000 0.764 -2.349
H -1.604 -0.304 -3.712
H -3.115 -0.908 -1.533
C 1.969 1.589 3.078
C 1.946 -1.062 2.059
H -2.470 -2.068 -2.776
C -0.413 -2.871 -1.108
C -2.482 -2.539 0.129
H -0.812 2.174 2.087
H -0.653 -3.832 -1.606
H 0.342 -2.315 -1.696
H 0.044 -3.094 -0.117
H -2.996 -3.475 -0.174
H -1.918 -2.698 1.060
H -3.206 -1.735 0.326
H 2.872 -0.968 2.652
H 1.124 -1.490 2.667
H 2.054 -1.665 1.152
H 3.004 1.335 3.298
H 1.792 2.640 2.838
H 1.247 1.292 3.858
H -1.489 1.534 2.158
O -2.886 4.664 2.399
Cl -2.978 3.224 2.774
O -1.485 2.839 3.127
O -3.769 3.077 4.014
O -2.054 0.470 2.103
*
```

Computed properties:
E_HOMO (alpha / beta)	-15.798 / -15.749	eV
largest force on an atom	6.23	eV/Å
DFT total energy	-47168.613	eV
HOMO-LUMO gap (alpha / beta)	6.3 / 5.4	eV

Here are the natural (NBO) charges for atoms 1 to 5, given in e: C -0.15; C -0.18; C -0.08; C -0.33; C -0.05


(4)
The following is a quantum chemistry calculation of a molecular structure, C13H23DyN5OPS3, from the OMol25 dataset.

ORCA input file:
```
! RIJCOSX wB97M-V def2-TZVPD def2/J DEFGRID3
* xyz 2 6
Dy -0.455 0.134 0.094
S -1.505 -1.999 -1.014
C 0.198 -2.370 -1.303
C 0.606 -3.389 -2.165
C 1.956 -3.625 -2.324
C 2.887 -2.843 -1.637
C 2.416 -1.845 -0.820
N 1.102 -1.614 -0.652
H -0.140 -3.977 -2.679
H 2.292 -4.418 -2.981
H 3.950 -3.010 -1.734
H 3.093 -1.205 -0.266
C 0.497 3.570 -2.869
P 0.749 1.846 -2.532
C -0.511 0.934 -3.391
C 2.311 1.332 -3.200
O 0.719 1.594 -0.996
H 0.553 3.757 -3.942
H 1.267 4.155 -2.364
H -0.488 3.863 -2.503
H -0.383 1.098 -4.463
H -1.505 1.277 -3.104
H -0.421 -0.138 -3.200
H 2.350 1.542 -4.269
H 2.433 0.260 -3.037
H 3.120 1.865 -2.698
C 0.311 -2.450 2.433
N -0.360 -2.002 3.643
C -0.659 -2.808 4.737
C -1.320 -2.043 5.623
N -1.422 -0.788 5.050
C -0.843 -0.767 3.841
S -0.764 0.633 2.839
H 0.808 -3.395 2.635
H 1.066 -1.719 2.150
H -0.409 -2.599 1.626
H -0.364 -3.841 4.782
H -1.720 -2.272 6.594
H -1.874 0.015 5.458
N -1.287 3.653 1.077
C -2.465 3.082 0.813
N -3.534 3.494 1.473
S -2.627 1.837 -0.361
H -1.194 4.412 1.735
H -0.507 3.466 0.467
H -3.507 4.253 2.135
H -4.419 3.045 1.298
*
```

Computed properties:
E_HOMO (alpha / beta)	-13.766 / -13.781	eV
largest force on an atom	0.81	eV/Å
DFT total energy	-89223.597	eV
HOMO-LUMO gap (alpha / beta)	8.6 / 8.5	eV
energy above the lowest of the compared OMol25 structures with the same formula, charge and spin	0.165	eV

Here are the Löwdin charges for atoms 1 to 5, given in e: Dy 1.08; S 0.54; C -0.78; C -0.07; C -0.02


(5)
The following is a quantum chemistry calculation of a molecular structure, C13H23EuINP in a non-equilibrium geometry, from the OMol25 dataset.

ORCA input file:
```
! RIJCOSX wB97M-V def2-TZVPD def2/J DEFGRID3
* xyz 0 8
C -2.773 0.259 -2.460
C -2.588 -0.962 -1.827
C -1.869 -1.014 -0.598
C -1.434 0.148 -0.100
C -1.541 1.341 -0.695
C -2.252 1.427 -1.910
C -1.666 -2.366 0.066
C -0.207 -2.853 0.263
N 0.857 -1.833 0.480
Eu 0.024 -0.111 1.660
C -0.850 2.600 -0.132
P 0.893 2.072 0.390
H -2.978 -1.884 -2.267
H -2.368 2.388 -2.418
H -3.331 0.306 -3.408
H -1.357 2.965 0.782
H -0.745 3.417 -0.841
H -2.123 -2.310 1.094
H -2.183 -3.161 -0.459
H -0.169 -3.527 1.112
C 1.541 3.310 1.468
C 1.807 2.065 -1.101
H 0.125 -3.400 -0.628
C 1.400 -1.338 -0.795
C 1.945 -2.369 1.334
H -0.686 1.271 2.538
H 1.889 -2.195 -1.298
H 0.592 -0.960 -1.423
H 2.147 -0.554 -0.618
H 2.476 -3.122 0.711
H 2.638 -1.598 1.655
H 1.503 -2.877 2.194
H 1.833 3.082 -1.485
H 2.846 1.721 -0.919
H 1.362 1.401 -1.862
H 1.695 4.223 0.892
H 0.869 3.509 2.319
H 2.509 2.968 1.882
H 1.236 0.047 2.843
I -1.069 -2.085 3.559
*
```

Computed properties:
E_HOMO (alpha / beta)	-7.344 / -7.397	eV
largest force on an atom	3.71	eV/Å
DFT total energy	-52055.626	eV
HOMO-LUMO gap (alpha / beta)	7.5 / 5.5	eV
energy above the lowest of the compared OMol25 structures with the same formula, charge and spin	1.767	eV

Here are the Löwdin charges for atoms 1 to 5, given in e: C -0.08; C -0.03; C -0.26; C -0.23; C -0.31


(6)
The following is a quantum chemistry calculation of a molecular structure, C13H23F5IrNOPTe in a non-equilibrium geometry, from the OMol25 dataset.

ORCA input file:
```
! RIJCOSX wB97M-V def2-TZVPD def2/J DEFGRID3
* xyz 2 6
C -0.577 -3.728 -2.996
C -0.080 -3.918 -1.713
C 0.337 -2.844 -0.920
C 0.185 -1.531 -1.402
C -0.271 -1.341 -2.715
C -0.666 -2.427 -3.493
C 0.893 -3.193 0.424
C 1.854 -2.197 1.064
N 2.756 -1.508 0.039
Ir 0.498 0.180 -0.309
C -0.352 0.032 -3.306
P 0.453 1.273 -2.199
H -0.008 -4.929 -1.302
H -1.057 -2.237 -4.493
H -0.888 -4.577 -3.608
H -1.397 0.356 -3.442
H 0.148 0.072 -4.287
H 0.068 -3.326 1.137
H 1.400 -4.171 0.365
H 1.320 -1.439 1.643
C -0.472 2.789 -2.559
C 2.034 1.550 -3.081
H 2.528 -2.742 1.735
C 4.190 -1.679 0.465
C 2.600 -0.067 -0.248
H -0.467 1.623 -0.352
H 4.354 -1.125 1.392
H 4.387 -2.745 0.615
H 4.847 -1.285 -0.318
H 3.524 0.437 0.106
H 2.737 0.120 -1.321
H 1.958 0.545 0.554
H 1.854 2.106 -4.012
H 2.709 2.140 -2.449
H 2.518 0.599 -3.339
H -1.478 2.529 -2.905
H -0.549 3.380 -1.641
H 0.056 3.373 -3.323
H 2.800 -2.156 -0.785
F -2.240 -1.713 0.403
Te -1.972 -0.777 2.050
F -1.135 -2.352 2.745
F -1.771 0.073 3.737
F -2.883 0.724 1.311
F -3.623 -1.510 2.648
O -0.274 -0.120 1.523
*
```

Computed properties:
E_HOMO (alpha / beta)	-11.603 / -17.031	eV
largest force on an atom	6.09	eV/Å
DFT total energy	-50374.629	eV
HOMO-LUMO gap (alpha / beta)	4.3 / 5.6	eV
energy above the lowest of the compared OMol25 structures with the same formula, charge and spin	2.117	eV

Here are the Löwdin charges for atoms 1 to 5, given in e: C 0.04; C 0.08; C -0.17; C -0.20; C -0.23


(7)
The following is a quantum chemistry calculation of a molecular structure, C13H23F5NNdO2P2 in a non-equilibrium geometry, from the OMol25 dataset.

ORCA input file:
```
! RIJCOSX wB97M-V def2-TZVPD def2/J DEFGRID3
* xyz 2 4
Nd 0.184 0.777 0.589
P 2.369 -0.988 0.912
C 2.280 -0.949 -0.858
C 1.140 -1.345 -1.563
N -0.106 -0.843 -1.178
C -1.264 -1.349 -1.705
C -1.231 -2.385 -2.613
C -0.013 -2.909 -3.033
C 1.172 -2.380 -2.501
C -2.570 -0.768 -1.255
P -2.487 0.865 -0.379
H 2.145 -2.765 -2.807
H -2.170 -2.755 -2.975
H 0.016 -3.730 -3.770
H -3.231 -0.659 -2.129
H -3.069 -1.479 -0.567
H 2.204 0.747 -1.074
H 3.233 -1.110 -1.319
H 0.756 3.016 -0.572
O 1.864 1.658 -1.084
H 1.672 1.991 -2.007
H 0.189 2.690 1.448
O 0.203 3.417 0.126
H -0.557 3.914 -0.261
C -2.999 1.970 -1.739
H -4.077 1.866 -1.922
H -2.785 3.010 -1.456
H -2.450 1.728 -2.658
C -4.002 0.777 0.623
H -3.883 1.457 1.478
H -4.880 1.086 0.040
H -4.150 -0.240 1.007
C 2.256 -2.784 1.184
H 3.248 -3.253 1.081
H 1.883 -2.969 2.199
H 1.559 -3.250 0.470
C 4.116 -0.663 1.294
H 4.186 -0.304 2.332
H 4.708 -1.585 1.196
H 4.514 0.111 0.625
F -0.118 3.192 2.764
C 0.552 1.955 2.832
F 1.698 2.205 3.548
C -0.301 1.003 3.716
F -0.978 1.665 4.683
F -1.277 0.330 2.958
F 0.453 0.033 4.321
*
```

Computed properties:
E_HOMO (alpha / beta)	-13.496 / -13.542	eV
largest force on an atom	4.65	eV/Å
DFT total energy	-66862.207	eV
HOMO-LUMO gap (alpha / beta)	5.4 / 5.5	eV
energy above the lowest of the compared OMol25 structures with the same formula, charge and spin	5.918	eV

Here are the Löwdin charges for atoms 1 to 5, given in e: Nd 1.65; P 0.74; C -0.41; C -0.39; N -0.08


(8)
The following is a quantum chemistry calculation of a molecular structure, C13H23IN13S4V, from the OMol25 dataset.

ORCA input file:
```
! RIJCOSX wB97M-V def2-TZVPD def2/J DEFGRID3
* xyz 1 2
V -0.227 0.051 1.147
N -2.250 2.448 3.222
C -0.915 2.479 3.291
N -0.111 1.611 2.707
C 1.218 1.955 2.971
C 1.412 3.048 3.730
S -0.107 3.733 4.170
C 2.257 1.091 2.411
C 3.589 1.173 2.593
S 4.381 -0.132 1.790
C 2.857 -0.724 1.258
N 1.833 0.025 1.616
N 2.731 -1.864 0.538
H -2.703 1.721 2.676
H -2.807 3.115 3.722
H 2.339 3.490 4.049
H 4.149 1.906 3.147
H 3.546 -2.449 0.460
H 1.860 -2.360 0.699
C -2.003 3.076 -4.567
C -0.989 3.355 -3.524
N -0.134 4.332 -3.527
N 0.575 4.156 -2.382
C 0.187 3.097 -1.658
S 0.811 2.572 -0.174
N -0.826 2.586 -2.397
N -1.480 1.380 -2.118
H -1.925 3.836 -5.339
H -3.012 3.106 -4.151
H -1.843 2.095 -5.016
H 1.293 4.810 -2.119
H -1.683 1.348 -1.118
H -2.371 1.395 -2.603
N 0.509 -2.676 2.519
N -0.574 -1.735 2.394
H 0.157 -3.551 2.895
H 1.158 -2.295 3.198
H -1.005 -1.533 3.292
H -1.285 -2.162 1.801
I -3.021 0.015 0.868
C -0.761 -5.654 -1.208
C -1.647 -4.466 -1.583
C -0.923 -3.166 -1.435
N -0.892 -2.480 -0.358
N -0.116 -1.331 -0.450
C 0.458 -1.219 -1.630
N 1.340 -0.261 -1.953
S 0.033 -2.480 -2.724
H -1.313 -6.588 -1.310
H -0.424 -5.568 -0.175
H 0.119 -5.712 -1.851
H -2.524 -4.420 -0.938
H -2.002 -4.568 -2.610
H 1.425 0.545 -1.339
H 1.632 -0.156 -2.908
*
```

Computed properties:
E_HOMO (alpha / beta)	-9.313 / -8.793	eV
largest force on an atom	0.76	eV/Å
DFT total energy	-110352.119	eV
HOMO-LUMO gap (alpha / beta)	7.4 / 6.8	eV
energy above the lowest of the compared OMol25 structures with the same formula, charge and spin	0.290	eV

Here are the natural (NBO) charges for atoms 1 to 5, given in e: V 0.84; N -0.79; C 0.29; N -0.61; C 0.08